(1)
ORCA calculation (the ωB97M-V functional and the def2-TZVPD basis) on a single C5H8N2O2 molecule at a distorted geometry.

Last column: Löwdin charge in e.
Cartesian coordinates (Å):
C: -1.777109 -0.366109 2.048707  -0.081
O: -1.025862 -1.275738 1.304555  -0.055
C: -0.064033 -0.570477 0.704170  -0.354
C: 1.264525 -0.292787 1.119155  -0.007
C: 1.948895 0.410913 -0.016712  -0.052
C: 1.002186 0.603770 -0.973380  -0.377
N: 0.958736 1.205990 -2.215035  0.092
N: -0.139316 -0.064606 -0.584375  -0.050
O: -1.351905 0.133517 -1.267659  0.039
H: -1.217311 -0.105569 2.932233  0.093
H: -2.075370 0.455377 1.426797  0.090
H: -2.648956 -0.919937 2.368842  0.091
H: 1.624695 -0.525635 2.129560  0.099
H: 3.062178 0.753075 0.112807  0.126
H: 1.732643 1.854287 -2.574917  0.134
H: 0.091377 1.582570 -2.557659  0.071
H: -1.529847 -0.657944 -1.828614  0.139

Cartesian forces, eV/Å:
-1.25 -0.73 0.97
0.30 -0.22 -1.00
4.53 0.53 0.07
-1.65 0.04 -1.54
1.45 -0.07 2.91
-0.11 -0.04 -0.28
1.96 1.73 -2.04
-1.38 -0.16 -0.59
0.31 -0.50 0.08
0.15 0.64 0.27
-0.15 0.70 -0.02
-0.45 0.06 0.16
0.09 0.00 -0.82
-2.60 -0.52 -0.81
-1.38 -1.74 1.49
-0.36 -0.28 0.48
0.54 0.56 0.66

Values from the calculation:
2S+1	1
relative energy (zero: lowest compared OMol25 entry of this formula, charge and spin)	427.3	kJ/mol
largest force on an atom	4.56	eV/Å
SMILES	COc1ccc(N)n1O
LUMO energy	0.024	Eh
charge	0
HOMO-LUMO gap	7.84	eV

(2)
ORCA calculation (the ωB97M-V functional and the def2-TZVPD basis) on a single C5H8N2O2S molecule at a distorted geometry.

Last column: Löwdin charge in e.
Cartesian coordinates (Å):
C: -1.158195 1.602626 0.622894  -0.144
C: -1.844046 0.825276 -0.437356  -0.240
S: -1.440725 -0.957865 -0.027765  0.771
O: -1.921416 -1.665430 -1.164080  -0.291
O: -1.735841 -1.373949 1.259974  -0.250
N: 0.702274 -0.819747 -0.152214  -0.080
C: 1.570000 -0.634296 -1.139561  -0.156
C: 2.812399 -0.600788 -0.506876  -0.162
N: 2.665181 -0.829042 0.825163  0.033
C: 1.406700 -1.043466 1.029585  -0.232
H: -1.175404 2.709378 0.472611  0.108
H: -1.421967 1.387856 1.575253  0.048
H: -0.133466 1.558653 0.369061  0.059
H: -1.365896 0.762480 -1.378977  0.066
H: -3.013771 1.007117 -0.469584  0.161
H: 1.259994 -0.178088 -2.093228  0.115
H: 3.843490 -0.501982 -0.767275  0.086
H: 0.950691 -1.248731 1.982379  0.109

Cartesian forces, eV/Å:
1.10 3.36 -3.48
-2.11 -1.15 1.80
1.44 1.81 -3.99
0.49 -0.63 -0.20
0.06 -0.66 2.94
-4.24 -1.46 3.14
1.66 1.84 -1.48
-0.29 -0.18 0.21
0.53 -0.78 0.38
-1.19 0.95 -0.89
-1.12 -0.55 0.09
-0.61 -0.86 2.91
1.57 -0.93 0.73
0.16 0.85 -1.20
2.42 -0.99 -0.15
0.29 -0.87 0.41
0.07 0.32 -1.14
-0.24 -0.06 -0.07

Values from the calculation:
2S+1	1
relative energy (zero: lowest compared OMol25 entry of this formula, charge and spin)	405.8	kJ/mol
largest force on an atom	5.48	eV/Å
SMILES	CCS(=O)(=O)n1ccnc1
LUMO energy	-0.025	Eh
charge	0
HOMO-LUMO gap	7.97	eV

(3)
ORCA calculation (the ωB97M-V functional and the def2-TZVPD basis) on 2 unconnected molecules or ions with the total composition C5H8N2O3 at a distorted geometry.

Last column: Löwdin charge in e.
Cartesian coordinates (Å):
N: 4.141720 -2.192955 -2.244152  0.168
C: 3.388651 -1.776070 -3.014809  -0.144
C: 2.308255 -1.211854 -3.863575  -0.304
C: 1.025450 -2.058974 -3.799279  -0.169
N: 0.306710 -1.907818 -2.559553  -0.041
C: -0.046003 -0.533105 -2.301137  -0.136
C: 1.052865 0.491654 -2.462296  -0.325
O: 1.350410 1.386973 -1.719504  0.149
O: 2.079023 0.144063 -3.485082  -0.013
H: 2.686674 -1.204651 -4.896292  0.154
H: 1.283666 -3.113330 -3.959328  0.134
H: 0.371087 -1.736961 -4.623792  0.135
H: 0.832359 -2.284517 -1.770796  0.127
H: -0.423335 -0.431351 -1.279431  0.123
H: -0.875121 -0.247549 -2.970330  0.140
O: -2.183810 1.635779 0.141799  -0.144
H: -2.641451 0.862274 -0.489595  0.137
H: -1.230307 1.644272 0.262821  0.008

Cartesian forces, eV/Å:
-0.54 0.26 -0.78
0.14 -0.17 0.97
-0.18 0.05 -0.28
0.25 -0.17 -0.37
0.41 -0.10 0.42
-1.01 0.66 -0.16
3.43 -0.75 0.48
-1.12 -0.77 -1.44
-1.55 0.69 1.09
-0.14 0.13 0.22
-0.11 0.23 0.03
0.17 -0.07 0.19
-0.06 0.02 -0.28
0.09 0.01 -0.16
0.19 -0.02 0.10
-2.89 -2.24 -1.99
2.88 3.09 2.66
0.03 -0.83 -0.70

Values from the calculation:
2S+1	1
relative energy (zero: lowest compared OMol25 entry of this formula, charge and spin)	195.4	kJ/mol
largest force on an atom	4.99	eV/Å
SMILES	N#C[C@H]1CNCC(=O)O1.O
LUMO energy	0.015	Eh
charge	0
HOMO-LUMO gap	10.41	eV

Look up the charge of the second one. 0

Please write out number 3 again, unchanged.
ORCA calculation (the ωB97M-V functional and the def2-TZVPD basis) on 2 unconnected molecules or ions with the total composition C5H8N2O3 at a distorted geometry.

Last column: Löwdin charge in e.
Cartesian coordinates (Å):
N: 4.141720 -2.192955 -2.244152  0.168
C: 3.388651 -1.776070 -3.014809  -0.144
C: 2.308255 -1.211854 -3.863575  -0.304
C: 1.025450 -2.058974 -3.799279  -0.169
N: 0.306710 -1.907818 -2.559553  -0.041
C: -0.046003 -0.533105 -2.301137  -0.136
C: 1.052865 0.491654 -2.462296  -0.325
O: 1.350410 1.386973 -1.719504  0.149
O: 2.079023 0.144063 -3.485082  -0.013
H: 2.686674 -1.204651 -4.896292  0.154
H: 1.283666 -3.113330 -3.959328  0.134
H: 0.371087 -1.736961 -4.623792  0.135
H: 0.832359 -2.284517 -1.770796  0.127
H: -0.423335 -0.431351 -1.279431  0.123
H: -0.875121 -0.247549 -2.970330  0.140
O: -2.183810 1.635779 0.141799  -0.144
H: -2.641451 0.862274 -0.489595  0.137
H: -1.230307 1.644272 0.262821  0.008

Cartesian forces, eV/Å:
-0.54 0.26 -0.78
0.14 -0.17 0.97
-0.18 0.05 -0.28
0.25 -0.17 -0.37
0.41 -0.10 0.42
-1.01 0.66 -0.16
3.43 -0.75 0.48
-1.12 -0.77 -1.44
-1.55 0.69 1.09
-0.14 0.13 0.22
-0.11 0.23 0.03
0.17 -0.07 0.19
-0.06 0.02 -0.28
0.09 0.01 -0.16
0.19 -0.02 0.10
-2.89 -2.24 -1.99
2.88 3.09 2.66
0.03 -0.83 -0.70

Values from the calculation:
2S+1	1
relative energy (zero: lowest compared OMol25 entry of this formula, charge and spin)	195.4	kJ/mol
largest force on an atom	4.99	eV/Å
SMILES	N#C[C@H]1CNCC(=O)O1.O
LUMO energy	0.015	Eh
charge	0
HOMO-LUMO gap	10.41	eV